DFT (ωB97M-V/def2-TZVPD) results for C4H6OS as an isolated structure.

The geometry in XYZ format:
```
12
Properties=species:S:1:pos:R:3:forces:R:3
C -0.247 3.369 1.498 0.811 -1.082 0.950
C -0.331 2.221 1.115 -0.759 0.481 -0.682
C 0.076 -1.826 -0.112 1.744 3.271 -2.149
C -0.609 1.010 0.414 4.319 -0.321 1.229
O 2.186 -0.530 0.688 -0.046 0.407 0.475
S 0.812 -0.717 1.198 -1.356 0.847 -2.177
H 0.130 4.054 2.225 -0.294 0.542 -0.335
H 0.854 -1.953 -0.987 -1.597 0.762 1.755
H -0.883 -1.401 -0.400 0.141 -0.031 -0.435
H -0.098 -2.740 0.251 -0.541 -3.603 1.718
H -1.529 0.604 0.484 -3.012 -1.300 0.715
H -0.283 1.011 -0.590 0.590 0.027 -1.066
```
Positions in Å, forces in eV/Å.

For the energy relative to the best compared isomer or geometry (same formula, charge and spin), the calculation gives 113.4 kcal/mol.

These are the Löwdin partial charges, in e, on atoms 1 to 4: atom 1 (C): 0.100, atom 2 (C): -0.213, atom 3 (C): -0.266, atom 4 (C): -0.165